C26H28FNO9 | ωB97M-V/def2-TZVPD

Geometry as ORCA input:
```
! RIJCOSX wB97M-V def2-TZVPD def2/J DEFGRID3
* xyz 0 1
C 2.25627 0.90275 3.51091
C 2.27519 0.45950 1.93198
C 1.26162 -0.77104 1.54543
C 0.83899 -1.73943 2.80470
N -0.47471 -1.36515 3.47157
O -1.53599 -1.64014 2.66408
C -2.60590 -0.71659 3.16695
O -2.19009 0.34238 3.86616
O -3.99211 -1.03794 2.79390
C -4.96872 -0.53794 3.77391
C -6.48544 -0.49356 3.07102
C -6.46455 0.22785 1.57532
F -7.17056 -1.81060 3.08450
H 1.17183 1.20788 3.88492
H 2.69817 0.03036 4.19242
H 3.01048 1.81865 3.62772
H 3.37420 0.11596 1.65358
H 1.98247 1.40198 1.28049
H 1.81110 -1.41356 0.70485
H 0.27202 -0.34910 1.03152
H 0.72563 -2.84534 2.36988
H 1.68710 -1.83355 3.63745
H -0.58616 -2.03330 4.27476
H -5.04735 -1.23480 4.73854
H -4.77532 0.55760 4.15068
H -7.13517 0.21976 3.76905
H -7.52946 0.33676 1.09168
H -6.04246 1.33453 1.71641
H -5.70052 -0.38838 0.91561
O 5.15088 -4.31646 -4.10047
C 4.74652 -3.90207 -3.02284
C 5.03316 -4.62343 -1.76718
C 4.58909 -4.17106 -0.59054
C 3.79456 -2.93030 -0.49542
O 3.39021 -2.51591 0.58221
C 3.50792 -2.20894 -1.75109
C 3.95199 -2.66131 -2.92773
H 5.61778 -5.53150 -1.85347
H 4.78978 -4.68839 0.33970
H 2.92330 -1.30087 -1.66479
H 3.75130 -2.14398 -3.85796
O -5.09324 2.10981 -1.25791
C -3.95930 1.66861 -1.38461
C -3.43799 1.26063 -2.70408
C -2.19972 0.77667 -2.84116
C -1.29961 0.63073 -1.68000
O -0.16568 0.18953 -1.80670
C -1.82093 1.03871 -0.36053
C -3.05920 1.52267 -0.22344
H -4.11011 1.37449 -3.54616
H -1.80209 0.47214 -3.80159
H -1.14881 0.92485 0.48156
H -3.45682 1.82720 0.73698
O 1.76172 4.80228 -5.40314
C 2.08784 4.06760 -4.48098
C 3.35430 4.27008 -3.75003
C 3.71078 3.46553 -2.74407
C 2.85324 2.34118 -2.31948
O 3.17936 1.60649 -1.39732
C 1.58678 2.13870 -3.05043
C 1.23031 2.94324 -4.05639
H 3.97202 5.09953 -4.07290
H 4.63656 3.59968 -2.19800
H 0.96906 1.30924 -2.72755
H 0.30453 2.80910 -4.60245
*
```

## Properties
E_LUMO = -1.97 eV
SMILES = CCCCNOC(=O)OC[C@@H](C)F.O=C1C=CC(=O)C=C1.O=C1C=CC(=O)C=C1.O=C1C=CC(=O)C=C1

C26H28IN4O4SSiSn | ωB97M-V/def2-TZVPD

Geometry as ORCA input:
```
! RIJCOSX wB97M-V def2-TZVPD def2/J DEFGRID3
* xyz 0 2
Sn 0.59859 -0.56907 0.17227
C 2.31266 -0.62868 4.00478
C 0.99243 0.06079 3.81183
C 0.35089 0.72652 4.84588
C -0.85027 1.36592 4.55933
C -1.38747 1.32478 3.28905
C -0.69783 0.61340 2.29159
N 0.46944 0.01967 2.59153
N -1.07585 0.45944 0.99694
Si -2.38101 1.34004 0.23487
C -2.03040 3.17597 0.31703
C -2.53616 0.81620 -1.54736
C -4.03432 0.96176 1.03996
H 2.38658 -1.05809 5.00338
H 3.13099 0.08343 3.88006
H 2.43275 -1.41576 3.26223
H 0.78329 0.74738 5.83655
H -1.37429 1.90626 5.33912
H -2.32170 1.82249 3.07123
H -1.09391 3.39626 -0.20001
H -1.95167 3.53960 1.34385
H -2.82972 3.73777 -0.17506
H -1.62581 1.01979 -2.11049
H -3.36616 1.37183 -1.99562
H -2.75966 -0.24851 -1.62004
H -4.15381 1.33733 2.05748
H -4.18992 -0.12035 1.06527
H -4.83306 1.39906 0.43362
O -0.59928 -1.55331 -1.36629
N -0.09704 -2.00528 -2.51469
C -1.02125 -2.32210 -3.45391
C -0.66590 -2.80493 -4.67821
C 0.69743 -2.96694 -4.95516
C 1.61736 -2.64213 -3.99619
C 1.24123 -2.14684 -2.72884
S 2.41302 -1.78349 -1.53356
H -2.03584 -2.14841 -3.13111
H -1.43332 -3.04470 -5.39866
H 1.02410 -3.34469 -5.91478
H 2.67697 -2.75583 -4.17318
I -1.91562 -2.45205 3.78488
C -1.05122 -3.81998 2.44406
C -1.21475 -5.18075 2.67106
C -0.64699 -6.05398 1.76053
C 0.05262 -5.54227 0.67838
C 0.15504 -4.16800 0.55184
N -0.39187 -3.31360 1.42190
H -1.76780 -5.53389 3.52909
H -0.74885 -7.12311 1.89790
H 0.51689 -6.19205 -0.05071
H 0.71079 -3.72095 -0.26203
O 0.23799 3.28778 -2.76818
C 1.45235 3.69594 -2.32159
C 2.03116 4.86454 -2.81215
C 3.25450 5.30090 -2.33730
C 3.92179 4.58212 -1.35428
C 3.34613 3.42526 -0.86394
C 2.12251 2.95695 -1.33992
C 1.60181 1.68727 -0.76956
O 2.06728 1.24622 0.31506
O 0.67345 1.04304 -1.35117
H -0.09217 3.93694 -3.39722
H 1.50638 5.43344 -3.57264
H 3.68519 6.21067 -2.73610
H 4.87639 4.92174 -0.97666
H 3.83494 2.84122 -0.09593
*
```

## Properties
E_LUMO (spin up / spin down) = 0.48 / -0.38 eV
Energy relative to the best compared isomer or geometry (same formula, charge and spin) = 0.103 eV
⟨S²⟩ = 0.75

C26H28InN2S2Si | ωB97M-V/def2-TZVPD

Geometry as ORCA input:
```
! RIJCOSX wB97M-V def2-TZVPD def2/J DEFGRID3
* xyz 1 1
C 1.60863 -2.06522 3.66055
C 2.15973 -2.13068 2.30095
C 2.51578 -0.73894 1.92361
H 2.42354 -3.00829 1.77544
C 2.10581 0.13284 3.00203
C 1.54854 -0.69192 4.06099
H 1.22522 -0.33705 4.99099
H 1.36691 -2.89596 4.25662
H 3.06957 -0.46847 1.06811
H 2.25770 1.17111 3.06067
In 0.15526 -1.57047 0.68231
C -1.92822 1.88919 -2.79884
H -1.74946 2.16748 -1.75495
H -1.06906 2.08470 -3.46498
H -2.55343 1.02940 -2.94935
Si -0.01623 -0.56144 -1.53242
C -0.73862 -1.37483 -3.06309
C -0.42228 -2.73703 -2.97987
H -0.07743 -3.16474 -2.02449
C -0.49423 -3.55580 -4.08711
H -0.22768 -4.62227 -4.02144
C -0.88555 -3.04332 -5.32425
H -0.90686 -3.68088 -6.21716
C -1.28427 -1.70079 -5.41763
H -1.62276 -1.31210 -6.38916
C -1.25636 -0.87345 -4.28220
H -1.61690 0.14956 -4.32814
C 1.58651 -0.00286 -2.25277
C 1.93189 -0.05292 -3.62039
H 1.26194 -0.42939 -4.39644
C 3.12282 0.52415 -4.07257
H 3.45020 0.42079 -5.12536
C 3.92618 1.28838 -3.20193
H 4.82108 1.81312 -3.56859
C 3.55225 1.38630 -1.84725
H 4.14128 2.03464 -1.17924
C 2.46351 0.67004 -1.37477
H 2.23595 0.76749 -0.31449
H -4.00766 3.16667 -2.74584
H -3.29891 2.89154 -3.23561
C -1.30867 -2.53924 5.24529
C -1.97345 -1.27294 4.84977
N -1.79363 -0.58078 3.76722
C -2.40736 0.66808 3.83601
C -3.29471 0.79350 4.92427
S -3.15865 -0.54297 5.97022
C -2.01606 1.75105 2.95483
C -2.46101 3.07949 2.95969
S -1.52640 4.07607 1.92999
C -0.56248 2.67871 1.52818
N -0.99992 1.56208 2.02873
C 0.65050 2.78423 0.67805
H -2.03303 -3.06937 5.87694
H -1.06247 -3.14782 4.36818
H -0.39745 -2.36219 5.83980
H -3.93640 1.63028 5.10400
H -3.31254 3.48273 3.48920
H 0.44986 2.33774 -0.32199
H 0.89053 3.85810 0.57717
H 1.47892 2.24471 1.18252
*
```

## Properties
E_LUMO (spin up / spin down) = -5.05 / -4.90 eV
Energy relative to the best compared isomer or geometry (same formula, charge and spin) = 6.778 eV

C26H29AsClF6IrN3O4S6 | ωB97M-V/def2-TZVPD

Geometry as ORCA input:
```
! RIJCOSX wB97M-V def2-TZVPD def2/J DEFGRID3
* xyz 0 6
Ir 3.12083 -0.97965 0.23273
S 8.37264 0.37042 4.87091
C 7.16526 0.17134 3.81081
S 5.48250 0.13838 4.26091
C 4.81385 -0.02998 2.69314
C 5.74698 -0.06924 1.63030
S 5.34986 -0.18624 -0.01672
S 7.39681 0.05221 2.08924
S 3.12001 -0.11712 2.52141
C -5.14610 0.48829 -1.72925
C -4.35341 1.56182 -0.96818
C -3.81260 2.56046 -1.99576
C -5.31703 2.30836 -0.03879
C -3.22919 0.88917 -0.11493
O -3.89890 -0.09762 0.67635
C -2.49362 1.81316 0.88155
C -1.45418 2.83433 0.39186
C -1.88049 4.27855 0.26635
C -2.73934 4.88366 1.17749
C -3.07699 6.22520 1.06652
C -2.53607 6.97298 0.03606
Cl -2.95836 8.65553 -0.11328
C -1.65888 6.40565 -0.87184
C -1.33746 5.06293 -0.74810
C -2.25273 0.16043 -1.05817
N -1.06729 -0.36840 -0.38158
C 0.19198 -0.15949 -0.71726
N 0.97647 -0.78736 0.15534
C 0.10347 -1.38639 1.01672
N -1.14634 -1.15832 0.71834
H -5.99418 0.96268 -2.22704
H -5.52458 -0.28343 -1.06263
H -4.54908 0.01299 -2.51193
H -4.65925 2.99766 -2.53024
H -3.17685 2.09474 -2.75303
H -3.26499 3.38185 -1.53775
H -6.18479 2.63943 -0.61307
H -4.85355 3.20025 0.38735
H -5.66673 1.66837 0.77132
H -3.23086 -0.59561 1.16430
H -1.98279 1.13243 1.56739
H -3.25682 2.28771 1.49626
H -1.01231 2.53172 -0.55801
H -0.61814 2.81096 1.09243
H -3.15628 4.31337 1.99974
H -3.74908 6.68913 1.77605
H -1.23219 7.00776 -1.66274
H -0.64127 4.61716 -1.45007
H -1.86608 0.82294 -1.82847
H -2.76053 -0.67636 -1.53086
H 0.50821 0.45321 -1.54382
H 0.41688 -1.98056 1.86048
F 2.81235 0.86324 -1.34426
As 2.51655 2.65079 -1.11983
F 1.12104 2.44449 -2.15341
F 3.49242 2.92385 -2.49565
F 2.15917 4.30493 -0.89727
F 3.88217 2.69056 -0.07687
F 1.52556 2.17675 0.22674
C 1.25617 -8.98431 -0.32937
C 1.95289 -7.65628 -0.23033
C 3.03239 -7.35200 -1.05791
C 3.69457 -6.14158 -0.95313
C 3.26236 -5.21548 -0.01350
C 2.19086 -5.49080 0.82120
C 1.54522 -6.71128 0.70731
S 4.10531 -3.68003 0.07324
O 3.56320 -2.96244 1.27761
O 5.51226 -3.92267 0.09196
O 3.63133 -2.83237 -1.06343
H 1.49936 -9.48939 -1.26331
H 0.17342 -8.86707 -0.27588
H 1.55585 -9.63852 0.49216
H 3.36118 -8.07687 -1.79235
H 4.54121 -5.91835 -1.59054
H 1.87608 -4.76272 1.55708
H 0.71064 -6.93389 1.36190
*
```

## Properties
E_LUMO (spin up / spin down) = -1.07 / -3.81 eV
Energy relative to the best compared isomer or geometry (same formula, charge and spin) = 0.000 eV
⟨S²⟩ = 8.79

C26H29ClFeNO3S | ωB97M-V/def2-TZVPD

Geometry as ORCA input:
```
! RIJCOSX wB97M-V def2-TZVPD def2/J DEFGRID3
* xyz -1 5
Fe -0.06741 0.17641 0.09724
S 2.63567 -0.10976 0.91005
C 1.68450 -0.21551 2.34348
C 2.22140 -0.28187 3.65516
C 1.38748 -0.36911 4.74030
C -0.00013 -0.39518 4.55780
C -0.46430 -0.33060 3.26589
N 0.33866 -0.24223 2.19821
H 3.29686 -0.26387 3.76883
H 1.80506 -0.41761 5.74013
H -0.68963 -0.45658 5.38762
H -1.52768 -0.33791 3.05091
C -2.29590 2.68963 1.10410
C -0.80547 2.98272 1.25603
C -0.57977 4.49724 1.25221
C 0.03713 2.26559 0.20071
H -2.88584 3.20192 1.87180
H -2.51067 1.62036 1.15070
H -2.64826 3.03803 0.12523
H -0.49302 2.61920 2.24655
H -0.87106 4.90982 0.27953
H 0.47588 4.73449 1.40812
H -1.16409 5.01057 2.02596
H 1.09539 2.51690 0.34940
H -0.23272 2.66597 -0.79429
Cl -1.26768 2.49539 -6.49168
C -1.70526 1.68596 -4.99824
C -0.71270 1.13518 -4.21057
C -1.07159 0.50976 -3.02418
C -2.39984 0.41927 -2.62933
C -3.37790 0.96283 -3.45626
C -3.03922 1.60904 -4.63517
C -2.83034 -0.25494 -1.33872
O -3.95747 -0.74984 -1.31043
O -1.98295 -0.28582 -0.38626
H 0.32291 1.20251 -4.51400
H -0.29014 0.07673 -2.41252
H -4.41138 0.86555 -3.15175
H -3.79673 2.04807 -5.27052
C -0.89085 -8.20353 -0.08779
C -0.44130 -6.76759 -0.10029
C -1.21723 -5.78946 -0.69877
C -0.83549 -4.44652 -0.71820
C -1.74707 -3.45227 -1.37996
C 0.37999 -4.11222 -0.10946
C 0.88963 -2.72111 -0.08987
O 0.32077 -1.77021 -0.60461
C 1.18255 -5.08438 0.51391
C 2.48945 -4.74913 1.19896
C 0.75685 -6.40363 0.50626
H -1.78651 -8.34534 -0.69127
H -1.11519 -8.52866 0.93034
H -0.10996 -8.86096 -0.47424
H -2.15581 -6.06485 -1.16638
H -2.65538 -3.94913 -1.71798
H -1.26652 -2.98044 -2.24084
H -2.02432 -2.62714 -0.72340
H 1.83937 -2.51740 0.42908
H 2.36059 -4.00917 1.98970
H 3.22876 -4.34494 0.50607
H 2.90845 -5.65038 1.64518
H 1.36942 -7.16092 0.98450
*
```

## Properties
E_LUMO (spin up / spin down) = 2.12 / 2.07 eV
Energy relative to the best compared isomer or geometry (same formula, charge and spin) = 0.000 eV
⟨S²⟩ = 6.01

C26H29F5N6O3SW | ωB97M-V/def2-TZVPD

Geometry as ORCA input:
```
! RIJCOSX wB97M-V def2-TZVPD def2/J DEFGRID3
* xyz 2 3
W -0.04820 0.81047 0.12496
F -4.59973 -4.38915 1.15887
C -3.59110 -3.66426 0.72226
C -3.75379 -2.29798 0.53482
F -4.91777 -1.72149 0.79024
C -2.68603 -1.54605 0.08583
F -2.84194 -0.22277 -0.08973
C -1.45390 -2.11812 -0.18659
S -0.13340 -1.20392 -0.91279
C -1.31015 -3.48870 0.01023
F -0.13756 -4.06396 -0.24089
C -2.36455 -4.26277 0.46089
F -2.20883 -5.56136 0.64942
C -0.15297 -0.91489 4.65860
N 1.14339 -0.85224 3.98415
C 2.33056 -1.32912 4.69539
C 1.18736 -0.45215 2.71205
N 0.13478 -0.17133 1.99563
N 2.45875 -0.35556 2.15458
C 2.85216 0.11635 0.93589
N 4.16060 0.01920 0.68035
N 2.02132 0.66156 0.07938
H 0.01298 -1.00485 5.72708
H -0.73834 -1.77381 4.32289
H -0.71904 0.00420 4.50110
H 2.01873 -1.74309 5.64800
H 3.03022 -0.51713 4.90868
H 2.82984 -2.13249 4.14949
H -0.73369 -0.26918 2.50682
H 3.20838 -0.64536 2.76237
H 4.79156 -0.48897 1.27787
H 4.53337 0.32337 -0.20395
H 2.47372 0.90152 -0.79650
C 2.04510 3.36062 1.74820
O 0.92777 2.45140 1.80592
H 1.70845 4.37258 1.53276
H 2.69706 3.03196 0.94288
H 2.58720 3.34566 2.69310
H 0.22818 2.87569 2.32684
C -2.95631 2.15278 -6.23123
C -1.91130 1.61434 -5.29563
C -0.90099 0.79486 -5.78791
C 0.09004 0.29078 -4.96208
C 0.07377 0.60244 -3.61585
C -0.93350 1.41137 -3.11262
N -0.90874 1.79949 -1.70315
C -0.27152 3.09684 -1.48390
C 0.68314 3.56106 -2.38354
C 1.21648 4.83073 -2.22724
C 0.78897 5.65647 -1.19663
C -0.12754 5.17425 -0.28027
C -0.64725 3.88507 -0.37791
C -1.41124 3.33121 0.78336
O -1.73069 3.99377 1.73358
O -1.55015 1.99794 0.75512
C -1.93474 1.93595 -3.93037
C -2.99794 2.85791 -3.39042
H -2.74288 1.85969 -7.25620
H -3.00292 3.24214 -6.19246
H -3.94843 1.77469 -5.97654
H -0.88926 0.55336 -6.84293
H 0.87066 -0.33905 -5.36615
H 0.85458 0.22762 -2.96771
H -1.87010 1.89466 -1.38360
H 0.95784 2.96376 -3.24141
H 1.94509 5.18906 -2.94252
H 1.16990 6.66391 -1.10406
H -0.45639 5.78446 0.55179
H -2.69104 3.90308 -3.48400
H -3.24454 2.68087 -2.34213
H -3.92592 2.74344 -3.94499
*
```

## Properties
E_LUMO (spin up / spin down) = -6.74 / -6.72 eV
Energy relative to the best compared isomer or geometry (same formula, charge and spin) = 0.000 eV
⟨S²⟩ = 2.02